--- a ---
ORCA calculation (ωB97M-V/def2-TZVPD) on a single C7H14NP molecule.

Summary:
LUMO energy ... 0.993 eV
HOMO-LUMO gap ... 9.0 eV
HOMO ... -8.0 eV
SMILES ... C/C=C/C=C/C[P@@H](C)=N
2S+1 ... 1

Cartesian coordinates (Å):
1 H 1.8066 -1.3029 -1.4782
2 H -0.3495 0.1111 -2.0542
3 H -3.8884 1.0035 1.6716
4 C -0.1427 -1.0939 -0.3127
5 C -2.7434 0.0909 0.3495
6 P 2.0568 0.2764 0.3676
7 H -0.5047 -1.4040 0.6706
8 C 3.9164 0.3047 0.1009
9 C -2.0829 0.2759 -0.8492
10 H -2.7193 0.5856 -1.6844
11 C -4.0550 0.6162 0.6964
12 N 1.2257 1.5036 0.0101
13 H -2.2976 -0.4522 1.1609
14 C -0.7485 -0.2139 -1.0668
15 H 3.9172 0.6793 -0.9344
16 H -4.2771 1.4468 0.0964
17 H 4.0928 -0.6723 0.3398
18 H -4.8731 -0.0485 0.7700
19 C 1.4298 -1.3054 -0.4752
20 H 1.7968 2.3732 -0.0168
21 H 1.7476 -2.2624 0.0092
22 H 2.2463 -0.0447 1.7355
23 H 4.4494 0.9745 0.7677

Results of the natural (NBO) charge analysis, in e, for atoms 1 through 4: 0.235, 0.210, 0.216, -0.214

=====

--- b ---
ORCA calculation (ωB97M-V/def2-TZVPD) on a molecular structure, C7H14NP.

Summary:
LUMO energy ... 0.919 eV
HOMO-LUMO gap ... 9.2 eV
HOMO ... -8.3 eV
2S+1 ... 1

Cartesian coordinates (Å):
1 C 1.8734 -0.8721 0.2874
2 H -2.9628 -0.5153 0.9462
3 C 1.2881 1.9511 -0.5575
4 H 3.6910 -0.3761 -0.7820
5 C -0.9044 1.4262 0.4495
6 H 2.9417 -2.0079 -1.1732
7 H -1.6974 2.0070 0.0444
8 C -2.9137 -1.0345 0.0049
9 C -2.0042 -0.2797 -1.0148
10 H -1.1948 1.2692 1.5987
11 H 1.9928 -0.1350 1.0871
12 C 0.2555 2.2993 0.1113
13 C 3.2023 -1.2679 -0.2899
14 P 0.7250 -0.2546 -1.0942
15 H 1.5940 -1.8164 0.8409
16 H 0.0498 3.3438 0.3219
17 H 3.9107 -1.7591 0.4236
18 H -2.5231 0.6260 -1.3713
19 H 2.1980 2.3517 -0.9795
20 N -0.7692 0.1476 -0.2903
21 H -2.4786 -1.9621 0.0840
22 H -1.7435 -0.7254 -1.9268
23 H -3.9211 -1.0091 -0.4006

Results of the natural (NBO) charge analysis, in e, for atoms 1 through 4: -0.733, 0.207, -0.321, 0.199

=====

Unit: kcal/mol. Relative energies: a 0.0; b 1.5.

=====

--- a ---
ORCA calculation (ωB97M-V/def2-TZVPD) on a single C5H8OS molecule.

Summary:
LUMO energy ... 0.904 eV
HOMO-LUMO gap ... 10.1 eV
HOMO ... -9.2 eV
SMILES ... C#CCO[C@@H](C)S
2S+1 ... 1

Cartesian coordinates (Å):
1 C -0.0194 0.3191 3.5328
2 O 0.3079 0.4957 0.2448
3 H 1.2716 0.0757 -2.4719
4 H 1.8696 1.2777 1.2522
5 C 1.3033 0.3106 1.3137
6 H -1.4636 -0.6729 -2.2043
7 H -1.1599 0.9577 -1.9137
8 H 1.7730 -0.6229 0.9078
9 C -1.2754 -0.0266 -1.3291
10 C -0.0069 -0.4653 -0.6193
11 S 1.3643 -0.9359 -1.7160
12 C 0.5629 0.2233 2.4970
13 H -0.5311 0.5631 4.4756
14 H -0.0415 -1.4309 -0.0540
15 H -1.9680 -0.2594 -0.4961

Results of the natural (NBO) charge analysis, in e, for atoms 1 through 4: -0.189, -0.545, 0.098, 0.238

=====

--- b ---
ORCA calculation (ωB97M-V/def2-TZVPD) on a molecular structure, C5H8OS.

Summary:
LUMO energy ... 0.643 eV
HOMO-LUMO gap ... 9.1 eV
HOMO ... -8.5 eV
2S+1 ... 1

Cartesian coordinates (Å):
1 H -2.4183 1.4482 0.1670
2 H 2.0608 -0.9416 1.5186
3 O -1.9476 -0.6830 -0.0393
4 C -2.8432 0.3237 -0.4244
5 C 0.4733 -1.1711 -0.0860
6 H 2.9003 1.2090 1.0746
7 S 3.1919 -0.2955 -0.6407
8 H 0.5251 -2.3252 -0.2015
9 H -4.0245 -0.1249 0.1788
10 C 2.2393 0.8625 0.2533
11 H -0.2669 0.7615 -0.1210
12 H 1.7056 1.5858 -0.2508
13 H -2.8439 0.2881 -1.8580
14 C -0.6095 -0.2871 -0.0823
15 C 1.8578 -0.6504 0.5118

Results of the natural (NBO) charge analysis, in e, for atoms 1 through 4: 0.194, 0.227, -0.539, -0.292

=====

--- c ---
ORCA calculation (ωB97M-V/def2-TZVPD) on a molecular structure, C5H8OS.

Summary:
LUMO energy ... 0.831 eV
HOMO-LUMO gap ... 10.0 eV
HOMO ... -9.2 eV
2S+1 ... 1

Cartesian coordinates (Å):
1 H -0.9054 0.2992 1.8406
2 C 0.5996 0.9679 -1.1790
3 H 0.4846 -1.5243 -0.8476
4 H -2.1402 -0.5453 -0.3924
5 H 1.2732 -2.3873 1.5669
6 O -0.7309 0.5461 -1.5194
7 C 0.6870 0.3505 0.2272
8 C 0.0394 -1.0441 -0.0096
9 S -0.0763 -2.3002 1.2908
10 C -0.6953 0.7520 0.8457
11 C -1.1639 -0.1221 -0.3188
12 H -0.9149 1.8626 0.7899
13 H 1.6383 0.4850 0.7949
14 H 1.2611 0.6327 -1.9302
15 H 0.6438 2.0272 -1.1591

Results of the natural (NBO) charge analysis, in e, for atoms 1 through 4: 0.237, -0.077, 0.211, 0.203

=====

Unit: kcal/mol. Relative energies: a 41.9; b 90.9; c 0.0.

=====

--- a ---
ORCA calculation (ωB97M-V/def2-TZVPD) on a single C5H8OS molecule.

Summary:
LUMO energy ... 0.375 eV
HOMO-LUMO gap ... 8.8 eV
HOMO ... -8.5 eV
2S+1 ... 1

Cartesian coordinates (Å):
1 H 1.8102 3.3383 -1.7787
2 O -2.8211 -0.7543 0.1865
3 S -2.0749 -1.9730 0.5195
4 H -0.2681 1.0013 0.5405
5 H -2.4194 -1.9644 1.8190
6 H 0.2197 -2.4026 1.2995
7 C -0.2983 -1.4803 1.1454
8 H 1.7542 0.4221 -1.8908
9 H 0.4283 3.0627 -0.8173
10 H -0.4345 -1.1425 2.1115
11 C 0.3374 0.5364 -0.2127
12 C 1.2093 2.5267 -1.3209
13 C 1.1705 1.1568 -1.2119
14 H 1.0134 -1.5366 -0.4342
15 C 0.3731 -0.7904 0.0445

Results of the natural (NBO) charge analysis, in e, for atoms 1 through 4: 0.216, -0.976, 1.069, 0.220

=====

--- b ---
ORCA calculation (ωB97M-V/def2-TZVPD) on 2 unconnected molecules or ions with the total composition C5H8OS.

Summary:
LUMO energy (alpha / beta) ... 0.225 / 0.227 eV
HOMO-LUMO gap (alpha / beta) ... 8.0 / 8.0 eV
HOMO (alpha / beta) ... -7.8 / -7.8 eV
2S+1 ... 1

Cartesian coordinates (Å):
1 C 0.1562 -1.0620 1.9160
2 C 0.3131 1.3680 -0.4959
3 H -0.9523 -1.1302 1.5854
4 H 0.3569 -0.1499 2.4616
5 C -2.0480 -0.6827 -1.0698
6 H -0.1988 0.6157 -2.5442
7 H 0.3247 -2.0169 2.5670
8 H 1.5806 0.7907 -2.1082
9 S 0.8470 -1.4220 0.2661
10 H -0.4013 2.0350 -0.0253
11 C 0.5703 0.6415 -1.8040
12 C 0.1603 -0.1002 -0.5790
13 H -2.2706 -1.6145 -0.5599
14 O -2.6427 -0.2923 -2.0749
15 H 1.3946 1.7867 -0.2001

Results of the natural (NBO) charge analysis, in e, for atoms 1 through 4: -0.758, -0.464, 0.219, 0.229

=====

--- c ---
ORCA calculation (ωB97M-V/def2-TZVPD) on a single C5H8OS molecule.

Summary:
LUMO energy ... 0.575 eV
HOMO-LUMO gap ... 9.0 eV
HOMO ... -8.4 eV
SMILES ... OC1C[C@H]2S[C@@H]2C1
2S+1 ... 1

Cartesian coordinates (Å):
1 H 1.5046 0.2227 1.2600
2 O 1.9149 -0.1471 -0.7509
3 C 0.0094 1.3211 -0.1470
4 H 0.4638 -2.1389 -0.2254
5 C -1.3809 0.6802 0.1736
6 H 2.8802 0.2297 -0.2381
7 C -0.0346 -1.3145 0.3286
8 C 0.9218 0.1034 0.3030
9 H -0.3564 -1.5368 1.2553
10 H 0.0807 2.2072 0.4061
11 H -0.8966 -0.9878 -1.5828
12 H -1.3370 0.4019 1.2327
13 C -1.1012 -0.7224 -0.5310
14 S -2.7156 -0.0410 -0.2880
15 H 0.0468 1.7226 -1.1961

Results of the natural (NBO) charge analysis, in e, for atoms 1 through 4: 0.178, -0.726, -0.427, 0.229

=====

--- d ---
ORCA calculation (ωB97M-V/def2-TZVPD) on 2 unconnected molecules or ions with the total composition C5H8OS.

Summary:
LUMO energy ... 0.614 eV
HOMO-LUMO gap ... 9.6 eV
HOMO ... -8.9 eV
SMILES ... C=C(C)C.O=C=S
2S+1 ... 1

Cartesian coordinates (Å):
1 C -1.4527 2.4197 0.5285
2 H -0.9395 -1.1344 1.4305
3 C 1.5917 -0.4800 -0.7561
4 H 0.7350 -1.3447 1.6951
5 S -0.3294 3.0698 -0.3165
6 H 1.9162 0.5897 -0.9052
7 C -0.0500 -1.4117 1.0091
8 C -0.7966 0.0725 -0.7347
9 H -0.6553 0.8646 -1.5198
10 H -1.8033 0.2569 -0.3277
11 H 2.2869 -0.9693 -0.2384
12 H 1.6877 -0.9077 -1.8175
13 O -2.3519 2.0655 1.2246
14 C 0.2205 -0.6084 -0.1628
15 H -0.0592 -2.4825 0.8911

Results of the natural (NBO) charge analysis, in e, for atoms 1 through 4: 0.424, 0.219, -0.636, 0.211

=====

Unit: kcal/mol. Relative energies: a 56.3; b 85.1; c 93.5; d 0.0.

=====

--- a ---
ORCA calculation (ωB97M-V/def2-TZVPD) on a molecular structure, C5H8OS.

Summary:
LUMO energy (alpha / beta) ... -0.748 / -0.747 eV
HOMO-LUMO gap (alpha / beta) ... 8.0 / 8.0 eV
HOMO (alpha / beta) ... -8.7 / -8.7 eV
2S+1 ... 1

Cartesian coordinates (Å):
1 S -0.1029 -0.7586 2.8652
2 H -2.1810 0.6028 0.0308
3 C -0.1670 0.1715 0.6076
4 H -1.2430 0.1667 -1.2266
5 H -1.0608 1.8244 -0.5308
6 H 1.7954 0.4138 1.0594
7 H 0.3548 -2.1396 0.7292
8 C -0.3660 -1.3229 1.1162
9 H 1.6030 -0.2849 -0.6800
10 C -1.2316 0.7074 -0.3565
11 H 1.5188 1.3468 -0.3850
12 C -0.2725 0.6177 1.9753
13 C 1.3632 0.3972 0.0289
14 O -0.6958 2.3803 2.3953
15 H -1.4008 -1.6277 0.7716

Results of the natural (NBO) charge analysis, in e, for atoms 1 through 4: 0.458, 0.214, -0.194, 0.206

=====

--- b ---
ORCA calculation (ωB97M-V/def2-TZVPD) on a single C5H8OS molecule.

Summary:
LUMO energy ... 0.871 eV
HOMO-LUMO gap ... 10.1 eV
HOMO ... -9.2 eV
SMILES ... S[C@]12COC[C@H]1C2
2S+1 ... 1

Cartesian coordinates (Å):
1 H 0.1710 -1.9585 -0.6248
2 H 0.0898 -1.8477 1.1448
3 C -0.1641 -1.3599 0.1791
4 S 2.3706 -0.2750 -0.3828
5 H 0.2872 1.4198 -1.3770
6 O -1.4985 -0.8903 0.1684
7 H 2.8700 -0.8164 0.7677
8 H 1.0056 1.8839 0.9663
9 H -1.6591 -0.1172 -1.7134
10 C -1.5174 0.1879 -0.7389
11 C -0.1511 0.8898 -0.5796
12 C 0.7166 -0.0946 0.1362
13 H -0.5346 1.0274 1.6261
14 C 0.2763 1.1308 0.8359
15 H -2.2621 0.8201 -0.4080

Results of the natural (NBO) charge analysis, in e, for atoms 1 through 4: 0.179, 0.188, -0.069, 0.014

=====

Unit: kcal/mol. Relative energies: a 117.2; b 0.0.

=====

--- a ---
ORCA calculation (ωB97M-V/def2-TZVPD) on a single C5H8OS molecule.

Summary:
LUMO energy ... 0.155 eV
HOMO-LUMO gap ... 9.3 eV
HOMO ... -9.2 eV
SMILES ... O[C@@H]1CC=C[C@@H]1S
2S+1 ... 1

Cartesian coordinates (Å):
1 C -0.1613 0.7914 -0.0296
2 H -2.2195 0.8778 -0.8791
3 H -0.3065 -2.2557 1.3487
4 H 0.9364 0.2469 1.5923
5 O 1.4025 -1.3203 0.2977
6 C -1.5170 0.2408 -0.2206
7 C -1.9267 -0.5869 0.7368
8 H -0.0080 0.4460 -2.4340
9 H 1.7160 -0.6994 -0.6791
10 H -0.1439 1.7538 0.6150
11 C -0.6013 -1.1689 1.4238
12 S 0.9257 1.1913 -1.3462
13 C 0.4739 -0.4281 0.7370
14 H -0.7473 -0.9357 2.4566
15 H -2.8646 -1.0223 1.2526

Results of the natural (NBO) charge analysis, in e, for atoms 1 through 4: -0.428, 0.212, 0.241, 0.122

=====

--- b ---
ORCA calculation (ωB97M-V/def2-TZVPD) on 2 unconnected molecules or ions with the total composition C5H8OS.

Summary:
LUMO energy ... 0.594 eV
HOMO-LUMO gap ... 9.5 eV
HOMO ... -8.9 eV
SMILES ... CC(O)=S.C#CC
2S+1 ... 1

Cartesian coordinates (Å):
1 C 1.4012 -1.1525 -0.2477
2 H -0.7407 -3.4765 0.2246
3 S -1.7825 0.7487 -0.7081
4 C -0.7204 -2.4519 0.5791
5 C 0.2393 1.9062 0.6384
6 H -0.8374 -2.3951 1.6237
7 H -0.0210 1.5708 -2.5935
8 H 0.1400 3.0498 0.8794
9 C 0.5988 -1.9540 0.1650
10 C -0.3906 1.4843 -0.6724
11 H -0.3225 1.5259 1.4035
12 H 1.2792 1.5629 0.6946
13 O 0.3492 1.7677 -1.7133
14 H 2.1829 -0.5800 -0.6159
15 H -1.3756 -1.6065 0.3425

Results of the natural (NBO) charge analysis, in e, for atoms 1 through 4: -0.296, 0.244, -0.086, -0.714

=====

Unit: kcal/mol. Relative energies: a 25.0; b 0.0.

=====

--- a ---
ORCA calculation (ωB97M-V/def2-TZVPD) on 4 unconnected molecules or ions with the total composition C2H12O3S2.

Summary:
LUMO energy ... 0.476 eV
HOMO-LUMO gap ... 8.5 eV
HOMO ... -8.0 eV
SMILES ... CSSC.O.O.O
2S+1 ... 1

Cartesian coordinates (Å):
1 H -1.7049 -2.3061 -0.9449
2 H 3.0923 -1.8082 -0.0106
3 O -3.3137 1.4865 0.5887
4 C 2.5048 -0.9358 -0.2969
5 H 0.9968 2.4138 -1.4419
6 H -0.4643 1.6281 -0.8456
7 O -0.0637 0.0354 2.4312
8 H 1.1041 1.0716 -0.2111
9 H 1.8464 -0.7237 0.5384
10 C 0.5904 1.4775 -1.0745
11 H -4.1086 0.9824 0.8010
12 H 3.1218 -0.1787 -0.7596
13 H -0.7213 -1.2106 -0.6987
14 H -2.5603 0.8708 0.5676
15 S 1.5117 -1.5762 -1.7042
16 H -0.4764 -0.5790 3.0548
17 H -0.4800 0.8602 2.6591
18 S 0.5558 0.1856 -2.3807
19 O -1.4308 -1.6934 -0.2723

Results of the natural (NBO) charge analysis, in e, for atoms 1 through 4: 0.466, 0.236, -0.957, -0.737

=====

--- b ---
ORCA calculation (ωB97M-V/def2-TZVPD) on 4 unconnected molecules or ions with the total composition C2H12O3S2.

Summary:
LUMO energy ... 0.337 eV
HOMO-LUMO gap ... 8.8 eV
HOMO ... -8.5 eV
SMILES ... CCSS.O.O.O
2S+1 ... 1

Cartesian coordinates (Å):
1 S -1.8474 1.8878 -0.1385
2 C -2.2512 -1.3274 0.6284
3 H 3.2766 1.2907 0.4506
4 H -3.7439 -0.2577 -0.4016
5 O 3.9621 1.6582 -0.1617
6 H -0.5902 2.0997 0.3031
7 O 1.8298 -0.2867 -1.8263
8 H -2.5356 -0.5922 1.3910
9 S -1.7071 0.3978 -1.5025
10 H 4.2179 2.3866 0.5099
11 H 1.6591 -0.9030 1.0152
12 O 1.7567 -0.0227 1.5346
13 H 2.7569 -0.1473 -1.4792
14 H -3.0845 -1.7254 -1.3126
15 H -2.6135 -2.3813 1.0219
16 H 1.3920 -0.3717 2.3520
17 H -1.1784 -1.3214 0.6590
18 C -2.8752 -0.8570 -0.7257
19 H 1.5759 0.4729 -2.3176

Results of the natural (NBO) charge analysis, in e, for atoms 1 through 4: -0.163, -0.631, 0.484, 0.219

=====

Unit: kcal/mol. Relative energies: a 0.0; b 6.3.